Entry 1:
Density functional theory data (ωB97M-V with the def2-TZVPD basis set) for C32H49AgN5SSbSi3 as an isolated structure.

Geometry as XYZ:
```
92
Properties=species:S:1:pos:R:3:mulliken_charge:R:1
Ag -0.56 -0.11 1.80 1.27
C -3.79 0.43 2.34 -0.61
Sb -2.63 1.32 0.71 0.55
C -2.92 -0.20 -0.64 -0.02
C -2.80 -1.54 -0.17 -0.41
C -3.67 -2.57 -0.61 -0.80
C -3.56 -3.85 -0.12 -0.55
C -2.55 -4.13 0.81 -0.86
C -1.72 -3.10 1.19 -0.79
N -1.83 -1.84 0.74 0.75
Si -3.36 0.24 -2.39 -0.02
C -2.82 -1.13 -3.59 -0.59
C -2.47 1.85 -2.86 -1.03
C -5.21 0.56 -2.70 -1.19
C 0.35 1.82 2.89 1.74
C 1.67 1.55 2.27 -0.49
C 2.70 2.49 2.13 -0.49
C 3.92 2.13 1.59 -0.86
C 4.11 0.81 1.18 -0.55
C 3.05 -0.06 1.34 -0.79
N 1.88 0.28 1.86 -0.14
Si -0.31 3.56 2.63 0.43
C 0.44 4.92 3.73 -1.45
C -2.17 3.67 3.03 -1.42
C -0.04 4.10 0.83 -0.63
Si 0.51 1.30 4.70 0.45
C 1.36 -0.38 4.92 -1.10
C -1.15 1.45 5.60 -0.90
C 1.65 2.47 5.68 -1.28
H -4.75 0.94 2.36 0.65
H -3.29 0.59 3.29 -0.53
H -3.95 -0.63 2.18 0.39
H -4.46 -2.31 -1.31 0.47
H -4.25 -4.62 -0.43 0.45
H -2.40 -5.13 1.20 0.47
H -0.91 -3.28 1.88 0.48
H -1.78 -1.39 -3.42 -0.14
H -2.94 -0.81 -4.63 0.47
H -3.41 -2.03 -3.45 0.39
H -1.44 1.84 -2.50 0.17
H -2.97 2.71 -2.40 0.35
H -2.46 2.01 -3.94 0.38
H -5.78 -0.37 -2.70 0.31
H -5.35 1.05 -3.66 0.31
H -5.63 1.21 -1.93 0.34
H 2.54 3.51 2.46 0.25
H 4.71 2.86 1.49 0.45
H 5.04 0.48 0.74 0.40
H 3.15 -1.10 1.01 0.40
H 0.07 4.84 4.75 0.31
H 0.16 5.91 3.36 0.35
H 1.53 4.89 3.78 0.40
H -2.57 2.72 3.38 0.28
H -2.74 3.98 2.16 0.37
H -2.35 4.41 3.82 0.52
H 0.99 3.96 0.52 0.31
H -0.29 5.16 0.70 0.40
H -0.66 3.52 0.14 0.01
H 1.16 -1.05 4.08 0.13
H 1.04 -0.89 5.83 0.42
H 2.44 -0.24 4.98 0.32
H -1.91 0.78 5.18 -0.13
H -1.52 2.47 5.53 0.30
H -1.04 1.21 6.66 0.49
H 2.60 2.63 5.15 0.34
H 1.89 2.03 6.65 0.37
H 1.19 3.44 5.85 0.33
N -1.25 -1.42 3.67 0.05
C -2.17 -1.82 4.23 -0.45
C -3.29 -2.34 4.95 0.65
C -4.23 -1.47 5.50 -0.09
C -5.29 -1.99 6.23 -0.71
C -5.41 -3.36 6.41 -0.39
C -4.47 -4.22 5.85 -0.62
C -3.41 -3.72 5.12 -0.55
H -4.13 -0.40 5.36 0.36
H -6.03 -1.32 6.65 0.40
H -6.23 -3.76 6.98 0.39
H -4.57 -5.29 5.99 0.39
H -2.67 -4.38 4.69 0.46
S 0.74 0.52 -1.08 -0.11
C 0.74 -0.53 -2.36 -0.41
N 0.38 -1.83 -2.34 -0.01
C 0.57 -2.50 -3.62 -0.72
C 0.80 -1.31 -4.57 -0.36
N 1.09 -0.22 -3.64 -0.09
H 0.16 -2.30 -1.48 0.10
H -0.31 -3.08 -3.89 0.31
H 1.43 -3.17 -3.60 0.39
H -0.09 -1.10 -5.17 0.26
H 1.64 -1.48 -5.24 0.32
H 1.13 0.74 -3.93 0.27
```

Its gap between HOMO and LUMO is 5.79 eV. The LUMO energy is -0.589 eV.

---

Entry 2:
Density functional theory data (ωB97M-V with the def2-TZVPD basis set) for C32H49BrClO2PV as an isolated structure.

Geometry as XYZ:
```
87
Properties=species:S:1:pos:R:3:mulliken_charge:R:1
V 0.09 1.24 -0.88 -1.97
Cl -1.97 0.94 -1.64 -0.56
P 2.18 0.24 -0.58 2.10
C -0.10 -1.46 1.65 -0.20
H 0.16 -2.41 2.13 0.80
H 0.38 -1.51 0.65 -0.36
C 2.00 1.53 -1.95 -1.78
C 2.52 -1.47 -1.32 1.65
C 3.38 2.01 -2.54 -0.70
H 1.50 1.02 -2.80 0.85
C 3.10 2.83 -3.80 -0.84
H 3.89 2.60 -1.77 0.26
H 4.03 1.15 -2.78 0.25
C 2.10 3.98 -3.60 -0.76
H 4.06 3.23 -4.17 0.42
H 2.72 2.15 -4.57 0.38
C 0.84 3.57 -2.84 -0.75
H 2.60 4.78 -3.03 0.31
H 1.83 4.40 -4.57 0.43
C 1.26 2.86 -1.54 1.04
H 0.23 4.44 -2.59 0.41
H 0.22 2.89 -3.44 0.32
H 1.99 3.46 -0.98 0.47
H 0.32 2.88 -0.86 -0.14
C 3.71 0.62 0.49 0.35
C 3.02 -2.48 -0.27 -0.47
H 1.50 -1.78 -1.62 -0.83
C 3.15 -3.89 -0.88 -0.91
H 3.99 -2.17 0.14 0.28
H 2.32 -2.52 0.58 0.09
C 4.01 -3.89 -2.15 -0.70
H 3.58 -4.57 -0.13 0.45
H 2.14 -4.26 -1.12 0.30
C 3.53 -2.85 -3.17 -0.97
H 5.05 -3.67 -1.87 0.33
H 4.00 -4.88 -2.60 0.38
C 3.41 -1.45 -2.56 -0.66
H 4.22 -2.82 -4.02 0.42
H 2.55 -3.15 -3.55 0.32
H 4.42 -1.08 -2.30 0.15
H 3.00 -0.75 -3.32 0.27
C 3.70 2.06 1.03 -0.53
H 3.53 -0.07 1.34 0.71
C 4.79 2.26 2.09 -0.94
H 3.86 2.76 0.20 0.19
H 2.72 2.31 1.46 0.00
C 6.19 1.86 1.60 -0.73
H 4.80 3.31 2.40 0.41
H 4.54 1.67 2.97 0.37
C 6.20 0.48 0.94 -1.02
H 6.55 2.61 0.87 0.33
H 6.89 1.87 2.44 0.40
C 5.09 0.28 -0.10 -0.51
H 7.18 0.29 0.47 0.41
H 6.09 -0.29 1.72 0.37
H 5.29 0.93 -0.97 0.20
H 5.13 -0.75 -0.47 0.12
C -0.07 1.11 1.40 1.17
C 0.24 -0.25 2.41 0.95
H 0.90 1.63 1.51 -1.07
C -0.43 -0.10 3.78 -1.38
H 1.33 -0.20 2.57 -0.14
C -1.88 0.37 3.59 -0.34
H -0.34 -1.03 4.35 0.42
H 0.12 0.68 4.33 0.49
C -1.89 1.83 3.21 -1.01
H -2.32 -0.20 2.77 0.10
H -2.47 0.18 4.50 0.37
C -1.17 2.08 1.84 -0.69
H -2.92 2.22 3.15 0.35
H -1.38 2.43 3.98 0.36
H -1.94 2.24 1.05 0.30
H -0.70 3.08 1.92 0.24
Br -1.12 -2.44 -2.25 -0.04
C -2.86 -2.62 -1.51 0.18
C -3.97 -2.87 -2.31 -0.65
C -5.22 -3.12 -1.73 -0.61
C -5.33 -3.20 -0.35 -0.56
C -4.23 -2.97 0.47 -0.37
C -3.02 -2.61 -0.11 0.98
C -1.79 -2.57 0.71 -0.19
O -1.03 -3.52 0.77 -0.57
O -1.51 -1.40 1.33 -0.10
H -3.85 -2.87 -3.38 0.41
H -6.09 -3.23 -2.38 0.38
H -6.29 -3.45 0.09 0.36
H -4.27 -3.13 1.55 0.45
```

Its gap between HOMO and LUMO (alpha / beta) is 7.15 / 6.72 eV. The multiplicity is 2. Its expectation value of S² is 0.77. The LUMO energy (alpha / beta) is 0.393 / 0.396 eV.

---

Entry 3:
Density functional theory data (ωB97M-V with the def2-TZVPD basis set) for C32H49BrN4O4SSiSn as an isolated structure.

Geometry as XYZ:
```
93
Properties=species:S:1:pos:R:3:mulliken_charge:R:1
Sn 0.96 -2.43 -1.02 0.69
N 3.84 -4.52 -0.97 -0.15
C 4.04 -3.12 -1.00 0.71
C 5.35 -2.65 -0.97 -0.58
C 5.59 -1.28 -0.97 -0.58
C 4.52 -0.41 -1.01 -0.78
C 3.24 -0.95 -1.03 -0.07
N 2.99 -2.27 -1.02 -0.10
C 2.57 -5.15 -1.01 0.63
C 2.53 -6.54 -0.97 -0.65
C 1.29 -7.19 -0.98 -0.28
C 0.13 -6.44 -1.01 -0.87
C 0.25 -5.06 -1.03 -0.44
N 1.44 -4.41 -1.02 -0.13
H 4.45 -4.96 -1.64 0.37
H 6.19 -3.34 -0.92 0.49
H 6.61 -0.90 -0.94 0.52
H 4.66 0.67 -1.01 0.59
H 2.36 -0.32 -1.05 0.61
H 3.44 -7.12 -0.92 0.47
H 1.25 -8.28 -0.95 0.46
H -0.85 -6.91 -1.02 0.48
H -0.62 -4.42 -1.05 0.92
C 4.35 6.13 2.12 -1.43
C 4.14 4.67 2.43 0.75
C 4.03 3.74 1.40 -1.00
C 3.78 2.39 1.68 0.69
C 3.61 1.99 3.00 0.10
C 3.73 2.91 4.05 -0.70
C 3.98 4.25 3.76 -0.74
S 3.29 0.28 3.38 1.15
O 3.80 -0.53 2.31 -0.54
O 3.72 0.05 4.75 -0.72
N 1.61 0.19 3.43 -0.46
C 0.80 0.66 2.29 -1.19
C 0.75 -0.35 1.17 -0.63
C 1.10 0.26 -0.18 0.26
O 0.85 1.49 -0.32 -0.71
O 1.57 -0.56 -1.02 -0.29
H 4.88 6.25 1.18 0.38
H 4.95 6.60 2.90 0.40
H 3.39 6.64 2.06 0.29
H 4.11 4.04 0.36 0.39
H 3.68 1.68 0.86 0.00
H 3.61 2.59 5.08 0.47
H 4.05 4.96 4.58 0.42
H 1.24 0.37 4.36 0.35
H 1.11 1.67 2.00 0.71
H -0.22 0.79 2.68 0.40
H -0.28 -0.74 1.07 0.95
H 1.39 -1.22 1.36 0.64
C -4.08 2.47 -2.72 -1.65
C -3.08 1.29 -2.78 2.06
C -3.55 0.30 -3.86 -1.83
C -1.70 1.84 -3.23 -1.61
Si -2.94 0.36 -0.95 -0.86
Br -1.10 -0.93 -1.02 0.13
C -2.66 1.70 0.58 2.47
C -2.09 0.99 1.84 -1.74
C -3.99 2.39 0.96 -1.76
C -1.64 2.78 0.17 -1.69
C -4.53 -0.90 -0.60 2.01
C -4.44 -2.16 -1.49 -1.50
C -5.87 -0.18 -0.89 -1.64
C -4.53 -1.37 0.87 -1.75
H -4.21 2.91 -3.71 0.53
H -3.74 3.26 -2.06 0.32
H -5.07 2.15 -2.37 0.29
H -3.52 0.76 -4.86 0.53
H -4.58 -0.03 -3.70 0.33
H -2.91 -0.59 -3.90 0.33
H -1.78 2.35 -4.19 0.54
H -0.97 1.03 -3.36 0.32
H -1.28 2.55 -2.52 0.31
H -2.75 0.19 2.20 0.07
H -1.97 1.70 2.66 0.79
H -1.11 0.55 1.64 -0.46
H -4.71 1.68 1.37 0.35
H -4.46 2.88 0.10 0.36
H -3.83 3.16 1.72 0.55
H -0.69 2.35 -0.16 0.10
H -1.41 3.44 1.02 0.55
H -2.02 3.43 -0.62 0.36
H -4.43 -1.93 -2.56 0.30
H -5.30 -2.82 -1.32 0.53
H -3.54 -2.75 -1.27 0.22
H -5.98 0.07 -1.95 0.29
H -5.98 0.74 -0.32 0.31
H -6.72 -0.83 -0.63 0.53
H -3.58 -1.84 1.14 0.28
H -5.31 -2.12 1.03 0.57
H -4.74 -0.56 1.56 0.31
H -0.46 -3.46 -1.02 -0.39
```

Its gap between HOMO and LUMO (alpha / beta) is 6.38 / 5.08 eV. As for the charge: +2. The LUMO energy (alpha / beta) is -7.017 / -7.555 eV.

---

| no. | electronic energy (eV) |
| --- | --- |
| 1 | -86436.0419 |
| 2 | -155613.1537 |
| 3 | -142687.1501 |